[1]
The following is a quantum chemistry calculation of the molecule C19H33N3OS, from the OMol25 dataset.

Geometry (Å):
C1 1.8536 -2.5016 1.5527
C2 -2.1523 3.6691 -3.4898
S1 -1.2703 2.2932 -1.1434
H1 -2.5548 1.2379 1.7710
C3 -0.0947 4.3090 -2.1644
C4 -1.1790 3.5141 -2.3752
C5 0.4137 0.2906 2.0455
H2 0.9489 -6.4733 2.7399
C6 0.2121 -5.9610 2.1238
H3 -0.6160 6.5183 -4.7121
H4 1.4332 0.7233 -1.0822
H5 1.4138 0.2437 2.5150
H6 2.3332 -1.8279 2.2803
H7 1.5912 -1.7800 -0.9087
C7 -0.1423 -1.1313 1.8689
O1 -2.5267 0.8017 2.6314
H8 1.7992 2.6094 0.8878
C8 0.8756 -4.8484 1.3149
N1 0.6672 -1.9207 0.9479
H9 0.5882 6.2960 -2.4532
N2 0.4667 0.9340 0.7490
H10 0.8167 -3.6153 3.0710
C9 0.7297 2.3569 0.7928
N3 0.6598 3.9850 -1.0780
H11 1.4294 -6.1760 -0.2969
H12 2.4244 -4.2317 2.6932
H13 -0.2483 -6.6921 1.4631
H14 2.6944 -5.9467 0.9108
H15 -0.2468 0.8554 2.7036
C10 -1.5961 -1.1006 1.3773
C11 -2.5940 -0.5890 2.4166
H16 -3.0767 4.1151 -3.1067
C12 1.9024 -5.4463 0.3566
H17 -1.6878 6.3202 -3.3223
H18 1.1117 5.1534 -3.6869
H19 2.3500 -4.6775 -0.2671
C13 -1.5450 4.5729 -4.5658
C14 0.8847 -1.2144 -0.2980
H20 -2.4108 2.6934 -3.9079
C15 -0.9325 5.8219 -3.9338
H21 2.5820 -2.6968 0.7638
H22 -2.3172 4.8532 -5.2841
H23 -1.8740 -2.1161 1.0924
H24 2.4098 0.2119 0.3163
H25 -0.7671 4.0252 -5.1019
H26 -0.1213 -1.6342 2.8407
H27 -0.0675 -1.1782 -0.8338
C16 0.1887 2.9778 -0.4445
C17 1.5124 -3.8201 2.2552
C18 1.3899 0.2211 -0.1127
H28 -3.6109 -0.8624 2.0955
H29 -2.4103 -1.0461 3.3923
C19 0.2646 5.4486 -3.0600
H30 -1.6614 -0.4610 0.4953
H31 0.2055 2.7801 1.6574
H32 0.1103 -4.3275 0.7316
H33 -0.5589 -5.5567 2.7758

Cartesian forces, eV/Å:
C -0.0035 -0.1831 0.2583
C -0.0839 -0.0093 -0.1953
S 0.4897 0.4650 -0.1893
H -0.0280 0.0071 0.0590
C -0.6760 -0.2119 -0.4118
C 0.0934 -0.0359 0.3964
C 0.0250 -0.1901 0.2830
H 0.0751 -0.1051 0.1094
C 0.0298 0.2233 -0.2005
H -0.0531 0.0521 0.0310
H 0.0463 -0.0223 -0.0022
H -0.0367 0.0111 -0.0366
H 0.0496 -0.0044 -0.1126
H -0.0549 -0.0108 -0.0065
C -0.2660 0.1543 0.0362
O 0.0124 0.5863 -0.0087
H -0.1115 -0.0106 0.0043
C 0.1000 -0.1743 0.2098
N 0.1217 -0.0160 -0.0489
H 0.0456 -0.0104 -0.0186
N 0.0516 0.0868 0.2034
H 0.0059 0.0069 0.1277
C 0.1318 -0.0615 0.2743
N 0.7679 0.2087 0.4715
H 0.0055 -0.0873 -0.1056
H 0.0305 -0.0545 0.1229
H -0.0641 -0.1311 -0.0267
H 0.1267 -0.0774 0.0538
H 0.0878 -0.0155 -0.0230
C 0.0287 0.0713 0.5400
C -0.1334 -0.4755 -0.3353
H -0.0260 -0.0430 -0.0733
C -0.2392 0.1884 0.0707
H -0.0356 0.0741 0.0079
H 0.0415 0.0768 -0.0035
H 0.1301 0.0521 -0.1350
C -0.1921 0.1075 0.1127
C 0.1161 0.2714 -0.1538
H -0.0606 0.0363 -0.0196
C 0.2000 -0.1068 -0.1454
H 0.0386 0.0636 0.0043
H 0.0324 -0.0428 -0.0515
H -0.0194 -0.0362 -0.0625
H -0.0513 0.0614 -0.0131
H 0.0101 -0.0328 -0.0690
H -0.0127 0.0184 -0.0173
H 0.0662 0.0571 -0.1177
C -0.6141 -0.3491 -0.2404
C -0.1217 0.1257 -0.3917
C -0.0289 -0.2980 -0.2471
H 0.1333 -0.0517 0.1162
H -0.0413 -0.0539 -0.0509
C -0.0715 0.0563 -0.0059
H -0.0943 -0.0693 -0.1059
H 0.0947 -0.0517 -0.0253
H 0.0286 -0.0398 0.0441
H -0.0970 0.0004 0.1139

The SMILES is CC(C)CCN1CCN(Cc2nc3c(s2)CCCC3)C[C@H]1CCO. As for the electronic energy: -1381.48159 Ha. The value obtained for the energy above the lowest of the compared OMol25 structures with the same formula, charge and spin is 1.08 kcal/mol. The value obtained for the HOMO energy is -8.079 eV.

Mulliken atomic charge list, values in e, 5 entries:
1 C -0.897
2 C -0.596
3 S -0.226
4 H 0.356
5 C -0.236

=====

[2]
The following is a quantum chemistry calculation of a cluster of 2 separate species, C3H6N2S in total in a non-equilibrium geometry, from the OMol25 dataset.

Geometry (Å):
N1 0.6734 1.8108 -1.5531
H1 -1.1072 -2.2287 2.3087
H2 0.3768 -2.9332 1.9276
H3 -0.5818 1.6824 -3.5700
C1 0.3239 -0.9814 1.7223
N2 -0.2101 -2.0788 2.0343
H4 1.7100 1.7375 -1.5306
H5 1.3617 -0.8840 1.4668
S1 -1.7280 1.3265 -1.3397
C2 -0.1590 0.8558 -0.9298
H6 -0.2160 -0.0160 1.8853
C3 -0.4437 1.7092 -2.4219

Cartesian forces, eV/Å:
N -3.5630 -1.6425 -0.4287
H -3.4502 -0.1686 1.1429
H -0.6696 0.5234 0.2262
H 0.9542 -0.5474 1.7809
C -0.7631 2.2692 1.1194
N 4.4011 -1.2913 -1.6097
H -0.6956 0.1873 -0.9735
H 0.3434 -0.4774 -0.3200
S -0.2163 0.8510 -1.1371
C 2.7269 -0.7508 1.7066
H 0.1893 -1.0923 -0.2963
C 0.7429 2.1395 -1.2107

As for the electronic energy: -624.74780 Ha. The value obtained for the energy above the lowest of the compared OMol25 structures with the same formula, charge and spin is 68.94 kcal/mol. As for the charge: +2. The value obtained for the HOMO energy is -18.942 eV.

Mulliken atomic charge list, values in e, 5 entries:
1 N -0.099
2 H 0.256
3 H 0.320
4 H 0.375
5 C -0.104